Entry from the Open Molecules 2025 dataset: a molecular structure, C46H59BF2N6P2Zn (ωB97M-V with the def2-TZVPD basis set).

Cartesian coordinates (Å):
Zn  2.13  0.81  0.85
C  -2.00  -2.85  1.87
C  -0.82  -3.56  2.44
C  -1.12  -4.08  3.90
C  -0.71  -4.81  1.53
P  0.67  -2.49  2.19
C  0.41  -1.24  3.53
N  -0.21  -0.04  3.00
B  0.33  0.69  1.84
N  -0.56  1.80  1.70
C  -0.45  2.97  0.82
P  -0.18  2.49  -0.95
C  0.94  3.95  -1.42
C  1.29  3.96  -2.91
C  2.34  3.72  -0.77
C  0.38  5.26  -0.96
C  -2.00  2.71  -1.64
C  -2.97  3.49  -0.84
C  -1.93  3.18  -3.04
C  -2.42  1.19  -1.69
C  -1.62  1.65  2.55
C  -2.67  2.49  2.78
C  -3.60  2.31  3.79
C  -3.41  1.20  4.61
C  -2.25  0.44  4.52
C  -1.39  0.55  3.42
C  2.19  -3.38  2.73
C  2.22  -4.16  4.04
C  2.58  -4.38  1.56
C  3.35  -2.35  2.78
H  -2.92  -3.45  1.97
H  -2.17  -1.82  2.22
H  -1.86  -2.75  0.80
H  -1.85  -4.86  3.92
H  -0.25  -4.27  4.55
H  -1.63  -3.25  4.44
H  -1.67  -5.27  1.55
H  -0.50  -4.58  0.49
H  0.04  -5.60  1.94
H  -0.12  -1.66  4.39
H  1.37  -0.99  3.91
H  -1.34  3.57  1.03
H  0.31  3.63  1.23
H  1.57  2.99  -3.33
H  0.39  4.32  -3.41
H  2.12  4.66  -3.01
H  2.80  2.87  -1.30
H  2.98  4.58  -0.91
H  2.22  3.39  0.29
H  -0.47  5.56  -1.51
H  0.14  5.29  0.09
H  1.17  6.06  -1.11
H  -2.69  4.58  -0.74
H  -3.95  3.44  -1.23
H  -3.01  3.19  0.22
H  -1.75  4.25  -3.08
H  -1.12  2.74  -3.58
H  -2.88  3.00  -3.56
H  -2.18  0.74  -0.68
H  -3.74  -0.36  -1.93
H  -1.75  0.66  -2.31
H  -2.76  3.42  2.19
H  -4.38  3.02  3.95
H  -4.01  1.02  5.51
H  -2.10  -0.33  5.20
H  1.56  -5.00  4.01
H  3.24  -4.50  4.30
H  1.86  -3.58  4.92
H  2.13  -5.32  1.78
H  2.19  -3.97  0.61
H  3.63  -4.57  1.53
H  3.23  -1.57  3.57
H  4.22  -2.90  2.97
H  3.42  -1.83  1.83
F  6.71  1.67  3.49
C  6.11  1.22  2.42
C  4.73  1.46  2.23
C  4.09  0.95  1.08
C  4.82  0.21  0.12
C  6.17  -0.11  0.42
F  6.78  -1.02  -0.38
C  6.84  0.41  1.55
C  4.12  -0.29  -1.10
C  4.79  -0.89  -2.24
C  4.00  -1.33  -3.31
C  2.61  -1.17  -3.29
C  2.08  -0.63  -2.13
N  2.77  -0.22  -1.04
H  4.26  2.09  2.95
H  7.86  0.31  1.74
H  5.84  -0.86  -2.25
H  4.47  -1.81  -4.17
H  2.03  -1.53  -4.14
H  1.00  -0.58  -2.00
C  -0.12  -3.17  -3.53
C  -0.78  -3.77  -2.47
N  -2.00  -3.45  -2.10
C  -2.62  -2.47  -2.75
C  -2.08  -1.80  -3.85
C  -0.78  -2.12  -4.19
C  -2.65  -0.80  -4.73
C  -3.54  0.20  -4.60
C  -4.23  0.89  -3.54
C  -4.96  2.04  -3.81
C  -5.66  2.62  -2.80
N  -5.77  1.94  -1.58
C  -5.02  1.04  -1.24
N  -3.81  0.68  -2.11
H  0.84  -3.51  -3.89
H  -0.35  -4.65  -2.08
H  -3.63  -2.26  -2.35
H  -0.30  -1.78  -5.12
H  -2.19  -0.81  -5.72
H  -3.72  0.86  -5.42
H  -5.27  2.40  -4.77
H  -6.26  3.51  -2.87
H  -5.19  0.46  -0.39

## Properties
Net charge: 0
Orbital gap (eV): 6.61
Multiplicity: 1
E (eV): -130703.380